1.
The following is a DFT calculation (the ωB97M-V functional and the def2-TZVPD basis) of a cluster of 8 separate species, C8H28O7 in total at a distorted geometry.

## Properties
Total charge: 0
Max |F|, hartree/bohr: 0.062
Energy relative to the best compared isomer or geometry (same formula, charge and spin), kcal/mol: 68.3
HOMO energy, eV: -8.38
HOMO-LUMO gap, eV: 8.7
SMILES: C=C(CC)/C(C)=C\C.O.O.O.O.O.O.O

Cartesian coordinates (Å):
C -0.53806 2.20092 -0.11744
C -0.43810 1.02236 -0.73517
C -0.86868 0.81956 -2.16736
C -2.16840 0.04178 -2.24713
C 0.28437 -0.12308 -0.08103
C -0.43473 -1.42453 0.10900
C 1.59479 0.07666 0.20250
C 2.28823 1.31021 -0.20232
H -0.81334 3.16400 -0.47932
H -0.30905 2.17502 0.94107
H -0.88632 1.85790 -2.62970
H -0.03223 0.29979 -2.66863
H -2.26917 -0.47858 -3.26531
H -3.10373 0.56125 -2.08392
H -2.19289 -0.87862 -1.70029
H -0.01480 -1.92369 -0.79548
H -0.28327 -2.03704 1.01124
H -1.51336 -1.52198 0.18039
H 2.15237 -0.65918 0.77295
H 2.40097 2.00511 0.68134
H 1.75179 1.89914 -0.92063
H 3.34202 0.99669 -0.38272
O -0.12921 -2.93800 2.95605
H -0.38198 -3.16505 2.06557
H 0.05540 -1.99465 3.04983
O 2.90926 -1.20912 -2.48387
H 2.50177 -2.07901 -2.45544
H 3.04793 -0.89436 -1.58646
O -0.85269 -0.41777 3.78941
H -1.53699 -0.44241 3.10683
H -0.89033 -1.30993 4.16822
O 1.87654 -3.53063 -0.42363
H 2.73382 -3.26038 -0.09646
H 1.56339 -4.35437 -0.03896
O 1.79813 1.20169 -3.02724
H 2.68600 0.91554 -2.78169
H 2.06538 1.79760 -3.74236
O -2.10844 2.60402 3.24716
H -1.35429 3.20356 3.28435
H -1.71531 1.77352 3.53920
O -3.24983 1.14705 1.23999
H -3.79110 1.79971 0.76317
H -3.17584 1.76929 2.00428

2.
The following is a DFT calculation (the ωB97M-V functional and the def2-TZVPD basis) of a structure of composition C8H29BeN14O10 at a distorted geometry.

## Properties
Total charge: +1
Max |F|, hartree/bohr: 0.091
Energy relative to the best compared isomer or geometry (same formula, charge and spin), kcal/mol: 206.4
HOMO energy, eV: -11.64
HOMO-LUMO gap, eV: 2.7

Cartesian coordinates (Å):
Be -4.02771 1.18238 0.25475
O 0.09050 -0.46002 -0.28047
C -1.16447 -0.03591 -0.08133
O -1.46075 0.30623 1.06931
O -2.05889 -0.10081 -1.00981
H 0.62694 -0.45210 0.53075
C 3.40830 -1.47619 1.00105
O 2.98703 -0.34245 1.24417
N 4.66417 -1.79966 1.36844
N 2.73406 -2.48094 0.39425
H 5.12651 -2.68765 1.28031
H 5.11682 -1.11684 1.95380
H 3.17741 -3.33245 0.09681
H 1.77959 -2.34746 0.11907
C -0.78496 -3.43291 1.39127
O -1.85212 -3.27188 0.79080
N 0.01002 -4.53768 1.45306
N -0.19464 -2.57439 2.19453
H -0.20776 -5.42606 1.03267
H 0.59145 -4.59706 2.26815
H 0.70072 -2.80835 2.58026
H -0.56170 -1.65333 2.37426
C -2.51727 2.81665 -3.15705
O -2.89194 2.98458 -1.98377
N -1.72045 1.77718 -3.38633
N -2.78510 3.48509 -4.30280
H -1.38418 1.38465 -4.24863
H -1.31201 1.41774 -2.53713
H -3.41886 4.25963 -4.19110
H -2.24097 3.19244 -5.09107
C -1.43414 3.71163 1.85990
O -2.33251 3.15277 1.24308
N -0.32313 3.14512 2.38676
N -1.22608 5.06075 2.04202
H -0.18908 2.18991 2.07991
H -0.13042 3.29895 3.36327
H -1.76312 5.68567 1.45800
H -0.28930 5.30914 2.29453
C -1.41989 -0.40636 4.75431
O -0.99532 -0.60865 5.88712
N -2.55774 -0.99419 4.36905
N -0.88568 0.46885 3.88688
H -3.13537 -0.58439 3.65622
H -2.95664 -1.48462 5.15491
H -1.32990 0.46706 2.98225
H -0.19792 1.16170 4.10652
C 0.05175 -2.63854 -3.08409
O 0.14408 -3.33500 -4.08436
N 1.05609 -2.34224 -2.22505
N -1.04058 -1.94056 -2.77135
H 2.01746 -2.61936 -2.30796
H 0.75554 -1.94636 -1.35556
H -1.82066 -1.95456 -3.40651
H -1.09695 -1.28852 -1.99603
C 2.42339 1.62073 -2.52862
O 1.97302 2.26383 -1.58772
N 2.11151 0.32515 -2.67701
N 3.31824 2.09284 -3.46135
H 2.19697 -0.13233 -3.56938
H 1.37600 0.05872 -2.04394
H 3.51541 1.39758 -4.15869
H 3.75525 2.99282 -3.39536

3.
The following is a DFT calculation (the ωB97M-V functional and the def2-TZVPD basis) of a cluster of 8 separate species, C8H29Br3N14O7 in total at a distorted geometry.

## Properties
Total charge: 0
Max |F|, hartree/bohr: 0.080
Energy relative to the best compared isomer or geometry (same formula, charge and spin), kcal/mol: 7.7
HOMO energy, eV: -9.74
HOMO-LUMO gap, eV: 9.7
SMILES: BrC(Br)Br.NC(N)=O.NC(N)=O.NC(N)=O.NC(N)=O.NC(N)=O.NC(N)=O.NC(N)=O

Cartesian coordinates (Å):
Br 0.59470 -17.02855 -12.68747
C -0.06068 -18.61786 -11.80023
Br 1.29943 -19.50342 -10.65808
Br -0.97647 -19.88058 -12.98898
H -0.78940 -18.21149 -11.11997
N 4.22962 -14.67329 -7.15665
C 4.68810 -14.16919 -8.29145
N 5.65633 -13.20669 -8.14904
O 4.40812 -14.55655 -9.38314
H 3.47821 -15.39017 -7.12725
H 4.34963 -14.11747 -6.30299
H 6.32748 -13.27102 -8.91194
H 6.08645 -12.84671 -7.33703
N -3.05140 -12.80639 -11.58303
C -1.70503 -12.93796 -11.79147
N -1.06885 -12.08529 -12.67262
O -1.02579 -13.78019 -11.23774
H -3.52247 -13.32199 -10.84510
H -3.61935 -12.11305 -12.06012
H -0.18565 -12.33923 -13.03638
H -1.63429 -11.57052 -13.35379
N -2.67446 -14.12819 -6.21162
C -3.66820 -14.04940 -7.16266
N -3.61892 -15.06956 -8.12773
O -4.49352 -13.18716 -7.14399
H -1.94421 -14.79915 -6.34816
H -2.61322 -13.22800 -5.69951
H -4.59558 -15.17716 -8.49140
H -3.42153 -15.97314 -7.65357
N -0.24850 -18.50704 -6.25985
C -1.23501 -17.56740 -6.02488
N -1.43010 -17.01833 -4.77742
O -1.90276 -17.17591 -6.96956
H 0.49817 -18.77489 -5.61092
H 0.05004 -18.54858 -7.24888
H -2.03556 -16.21057 -4.76988
H -0.65124 -16.89395 -4.15733
N 2.76521 -12.63698 -11.22649
C 3.19007 -13.05079 -12.38320
N 3.49041 -14.43563 -12.42758
O 3.18449 -12.34318 -13.33547
H 3.05046 -13.20948 -10.44293
H 2.60064 -11.64845 -11.10765
H 4.07085 -14.55362 -13.24147
H 3.88287 -14.79639 -11.56307
N 1.57050 -14.97090 -4.90548
C 1.28683 -13.59086 -5.10065
N 0.32485 -13.11554 -5.94760
O 1.83920 -12.84176 -4.31092
H 2.44563 -14.95548 -4.37523
H 1.25164 -15.52865 -5.62134
H 0.28125 -13.57080 -6.84623
H 0.38329 -12.11281 -6.03771
N -0.78593 -15.91354 -9.22914
C 0.37990 -15.52692 -8.62983
N 1.01690 -14.49138 -9.22266
O 0.87508 -16.02766 -7.55345
H -1.12523 -15.38083 -10.00245
H -1.54779 -16.25165 -8.65500
H 1.98100 -14.48833 -8.89256
H 0.85780 -14.17846 -10.14736

4.
The following is a DFT calculation (the ωB97M-V functional and the def2-TZVPD basis) of a cluster of 7 separate species, C8H30N10O7 in total at a distorted geometry.

## Properties
Total charge: 0
Max |F|, hartree/bohr: 0.223
Energy relative to the best compared isomer or geometry (same formula, charge and spin), kcal/mol: 208.0
HOMO energy, eV: -8.93
HOMO-LUMO gap, eV: 8.9
SMILES: NC(N)=O.NC(N)=O.NC(N)=O.NC(N)=O.NC(N)=O.CCO.CO

Cartesian coordinates (Å):
N 0.29674 2.38761 3.44826
C 1.48059 2.49434 2.93252
N 1.58164 2.11575 1.71612
O 2.60054 2.81682 3.70428
H 0.14509 2.64913 4.46535
H -0.48107 2.49562 2.75379
H 2.53942 2.14629 1.20626
H 0.73335 2.00771 1.14626
N -0.55700 -1.15282 2.28199
C -1.44471 -0.80634 3.15163
N -1.31814 0.36209 3.68900
O -2.61217 -1.59903 3.38621
H -0.87282 -2.02102 1.72440
H 0.38494 -0.67121 2.07775
H -2.11014 0.63066 4.29235
H -0.48827 0.99176 3.68433
N 2.08612 -0.44839 1.89638
C 2.44532 -1.20298 0.91326
N 2.91037 -2.35117 1.13382
O 2.33860 -0.76458 -0.37273
H 1.88465 0.64021 1.78917
H 2.30067 -0.57276 2.90422
H 3.02431 -2.90794 0.33051
H 2.86196 -2.74442 2.08432
N 3.10065 -0.72956 -4.95926
C 2.32192 -0.00620 -4.28385
N 1.07622 -0.14074 -4.56693
O 2.75744 0.88476 -3.24866
H 4.03124 -0.77300 -4.49119
H 2.77685 -1.49260 -5.56274
H 0.59778 0.65590 -4.20053
H 0.85436 -0.59268 -5.47614
N -1.92392 -2.03157 -1.54269
C -1.33814 -1.55146 -2.61304
N -0.08436 -1.30596 -2.54066
O -2.03090 -1.33956 -3.82468
H -2.93916 -2.36329 -1.61633
H -1.44601 -2.15424 -0.66948
H 0.46074 -0.93471 -3.33874
H 0.42101 -1.25697 -1.65059
C 0.24563 1.78699 -1.11056
C -0.78841 0.94121 -0.30872
O -1.10284 1.49739 0.92918
H 0.22103 1.57975 -2.19221
H 1.28298 1.60500 -0.75997
H 0.05886 2.85322 -0.98112
H -0.41225 -0.05986 -0.14584
H -1.69694 0.68130 -0.85546
H -1.30442 0.73423 1.47658
C -4.37082 -0.06264 0.63665
O -3.98946 -0.23023 -0.73211
H -4.93883 -0.87221 1.12735
H -5.04664 0.76388 0.76079
H -3.45068 -0.10334 1.24555
H -3.07295 -0.47814 -0.84407